Arrangement P

Density functional theory data (ωB97M-V/def2-TZVPD) for C4H4O3 as an isolated structure.

Orbital gap   11.30 eV
HOMO level   -10.36 eV

ORCA input file:
```
! RIJCOSX wB97M-V def2-TZVPD def2/J DEFGRID3
* xyz 0 1
O -0.40 1.15 -1.32
C -0.86 0.72 -0.05
C 0.49 0.18 0.33
C -0.15 -1.06 0.89
O -1.31 -0.68 0.09
C 0.83 0.45 -1.04
O 1.61 1.01 0.00
H -1.57 1.39 0.43
H 0.26 -2.04 0.65
H -0.40 -1.02 1.96
H 1.32 -0.08 -1.86
*
```

---

Arrangement Q

Density functional theory data (ωB97M-V/def2-TZVPD) for one molecule with the formula C4H4O3.

Orbital gap   9.37 eV
SMILES   O=C/C=C/OC=O
HOMO level   -9.78 eV

ORCA input file:
```
! RIJCOSX wB97M-V def2-TZVPD def2/J DEFGRID3
* xyz 0 1
O 1.18 -2.52 -1.74
C 0.93 -1.31 -1.28
C -0.16 -0.83 -0.44
C 0.25 0.42 -0.10
O -0.19 1.42 0.57
C -1.10 1.35 1.60
O -2.03 0.51 1.72
H 1.62 -0.47 -1.76
H -0.99 -1.55 -0.32
H 1.36 0.63 -0.43
H -0.87 2.35 2.17
*
```

---

Which structure is the most stable? The one labeled arrangement Q.

---

Arrangement P

Density functional theory data (ωB97M-V/def2-TZVPD) for one molecule with the formula C4H4O3.

Orbital gap   9.94 eV
SMILES   O=C/C=C\C(=O)O
HOMO level   -10.03 eV

ORCA input file:
```
! RIJCOSX wB97M-V def2-TZVPD def2/J DEFGRID3
* xyz 0 1
O -1.61 -0.67 0.46
C -1.57 0.44 0.02
C -0.38 1.01 -0.69
C 0.88 0.64 -0.34
C 1.07 -0.66 0.42
O 1.12 -0.57 1.61
O 1.01 -1.78 -0.23
H -2.42 1.04 0.25
H -0.71 1.94 -1.15
H 1.86 1.16 -0.59
H 0.75 -2.56 0.24
*
```

---

Arrangement Q

Density functional theory data (ωB97M-V/def2-TZVPD) for C4H4O3 as an isolated structure.

Orbital gap   8.23 eV
HOMO level   -9.08 eV

ORCA input file:
```
! RIJCOSX wB97M-V def2-TZVPD def2/J DEFGRID3
* xyz 0 1
C -1.84 0.05 0.20
C -0.48 -0.38 -0.26
O -0.25 -1.19 -1.14
C 0.72 0.29 0.41
O 0.62 1.12 1.28
C 2.06 -0.25 0.00
O 2.83 0.43 -0.78
H -1.94 -0.12 1.28
H -2.61 -0.50 -0.35
H -1.96 1.13 0.04
H 3.20 -0.60 -0.35
*
```

---

Which structure is the most stable? The one labeled arrangement P.

---

Arrangement P

Density functional theory data (ωB97M-V/def2-TZVPD) for one molecule with the formula C4H4O3.

Orbital gap   9.60 eV
SMILES   C=COC(=O)C=O
HOMO level   -10.15 eV

ORCA input file:
```
! RIJCOSX wB97M-V def2-TZVPD def2/J DEFGRID3
* xyz 0 1
C -2.07 0.12 -0.53
C -0.76 0.13 -0.61
O 0.05 -1.01 -0.46
C 0.77 -0.68 0.66
O 0.45 -0.94 1.78
C 2.02 0.14 0.34
O 2.03 1.05 -0.45
H -2.54 1.09 -0.41
H -2.68 -0.77 -0.56
H -0.17 1.04 -0.68
H 2.91 -0.15 0.93
*
```

---

Arrangement Q

Density functional theory data (ωB97M-V/def2-TZVPD) for one molecule with the formula C4H4O3.

Orbital gap   9.12 eV
HOMO level   -9.34 eV

ORCA input file:
```
! RIJCOSX wB97M-V def2-TZVPD def2/J DEFGRID3
* xyz 0 1
C 1.62 -0.80 -0.33
C 0.81 0.33 -0.89
O 0.83 0.80 -1.98
C -1.08 0.04 0.22
O -0.12 0.90 0.07
C -2.21 0.57 1.01
O -2.39 0.28 2.17
H 2.67 -0.49 -0.34
H 1.52 -1.67 -0.98
H 1.32 -1.06 0.68
H -2.97 1.11 0.39
*
```

---

Arrangement R

Density functional theory data (ωB97M-V/def2-TZVPD) for one molecule with the formula C4H4O3.

Orbital gap   9.45 eV
HOMO level   -9.07 eV

ORCA input file:
```
! RIJCOSX wB97M-V def2-TZVPD def2/J DEFGRID3
* xyz 0 1
O -1.80 1.24 0.20
C -0.49 1.33 0.27
C 0.11 0.05 -0.20
C -0.18 -1.17 0.61
O -0.67 -1.05 -0.70
C 1.48 0.15 -0.81
O 2.16 1.14 -0.77
H -2.12 2.09 0.54
H 0.62 -1.89 0.76
H -0.92 -1.09 1.40
H 1.80 -0.78 -1.31
*
```

---

Arrangement S

Density functional theory data (ωB97M-V/def2-TZVPD) for one molecule with the formula C4H4O3.

Orbital gap   10.37 eV
SMILES   O=CC1(C=O)CO1
HOMO level   -10.18 eV

ORCA input file:
```
! RIJCOSX wB97M-V def2-TZVPD def2/J DEFGRID3
* xyz 0 1
O 0.11 -2.02 -1.00
C 0.23 -1.31 -0.04
C -0.21 0.16 -0.07
C -1.39 0.58 0.74
O -1.52 0.23 1.89
C 1.05 0.74 -0.49
O -0.02 0.67 -1.39
H 0.64 -1.61 0.95
H -2.16 1.14 0.19
H 1.56 1.70 -0.35
H 1.69 -0.29 -0.44
*
```

---

Which structure is the most stable? The one labeled arrangement P.

---

Arrangement P

Density functional theory data (ωB97M-V/def2-TZVPD) for one molecule with the formula C4H4O3.

Orbital gap   8.70 eV
SMILES   C=C(O)C(=O)C=O
HOMO level   -9.64 eV

ORCA input file:
```
! RIJCOSX wB97M-V def2-TZVPD def2/J DEFGRID3
* xyz 0 1
C -1.81 0.01 -0.02
C -0.50 -0.07 -0.29
O -0.11 -0.22 -1.59
C 0.56 -0.13 0.76
O 0.29 -0.40 1.91
C 2.04 0.14 0.44
O 2.43 0.76 -0.51
H -2.22 0.42 0.89
H -2.50 -0.37 -0.77
H -0.90 0.09 -2.05
H 2.72 -0.24 1.24
*
```

---

Arrangement Q

Density functional theory data (ωB97M-V/def2-TZVPD) for one molecule with the formula C4H4O3.

Orbital gap   8.93 eV
SMILES   CC(=O)C(=O)C=O
HOMO level   -9.71 eV

ORCA input file:
```
! RIJCOSX wB97M-V def2-TZVPD def2/J DEFGRID3
* xyz 0 1
C -1.86 0.05 0.20
C -0.49 -0.38 -0.28
O -0.30 -1.23 -1.13
C 0.77 0.27 0.36
O 0.66 1.13 1.19
C 2.20 -0.11 -0.23
O 2.66 0.66 -1.03
H -1.93 -0.01 1.29
H -2.63 -0.58 -0.26
H -2.05 1.10 -0.08
H 2.95 -0.89 -0.03
*
```

---

Arrangement R

Density functional theory data (ωB97M-V/def2-TZVPD) for one molecule with the formula C4H4O3.

Orbital gap   10.09 eV
SMILES   CC(=C=O)C(=O)O
HOMO level   -9.55 eV

ORCA input file:
```
! RIJCOSX wB97M-V def2-TZVPD def2/J DEFGRID3
* xyz 0 1
C -0.76 -1.01 -0.10
C 0.47 -0.17 0.04
C 1.55 -0.86 0.02
O 2.39 -1.67 0.03
C 0.36 1.27 0.05
O 1.18 2.15 0.13
O -0.95 1.49 0.06
H -1.46 -0.45 0.59
H -0.41 -2.05 0.40
H -1.22 -1.17 -1.15
H -1.16 2.48 -0.07
*
```

---

Which structure is the most stable? The one labeled arrangement R.

---

Arrangement P

Density functional theory data (ωB97M-V/def2-TZVPD) for one molecule with the formula C4H4O3.

Orbital gap   8.81 eV
HOMO level   -9.25 eV

ORCA input file:
```
! RIJCOSX wB97M-V def2-TZVPD def2/J DEFGRID3
* xyz 0 1
O -0.34 2.04 -1.12
C -0.51 1.06 -0.47
O -1.65 0.24 -0.62
C -2.05 -0.48 0.43
C 0.37 0.29 0.47
C 1.52 -0.47 -0.04
O 1.67 0.69 0.76
H -2.37 -1.43 -0.05
H -0.24 -0.14 1.27
H 1.86 -0.36 -1.06
H 1.73 -1.43 0.44
*
```

---

Arrangement Q

Density functional theory data (ωB97M-V/def2-TZVPD) for a 2-piece molecular cluster, C4H4O3 overall.

Orbital gap   9.12 eV
HOMO level   -8.44 eV

ORCA input file:
```
! RIJCOSX wB97M-V def2-TZVPD def2/J DEFGRID3
* xyz 0 1
O 3.04 0.17 -0.47
C 2.13 -0.13 -1.07
C -0.82 0.16 0.39
C 0.10 -0.06 1.48
O -1.16 0.65 1.63
C -1.36 0.13 -0.81
O -0.83 -0.44 -1.94
H 0.12 -0.58 -1.79
H 0.14 -1.03 1.98
H 0.99 0.56 1.59
H -2.34 0.57 -0.98
*
```

---

Arrangement R

Density functional theory data (ωB97M-V/def2-TZVPD) for one molecule with the formula C4H4O3.

Orbital gap   9.14 eV
SMILES   CC(=O)C(=O)C=O
HOMO level   -9.72 eV

ORCA input file:
```
! RIJCOSX wB97M-V def2-TZVPD def2/J DEFGRID3
* xyz 0 1
C 1.28 0.94 0.66
C -0.10 0.79 0.09
O -0.77 1.70 -0.35
C -0.75 -0.60 0.16
O -0.98 -1.08 1.25
C -1.11 -1.37 -1.11
O -0.57 -2.42 -1.34
H 1.22 1.33 1.69
H 1.84 1.66 0.06
H 1.81 -0.01 0.70
H -1.87 -0.95 -1.79
*
```

---

Which structure is the most stable? The one labeled arrangement R.

---

Arrangement P

Density functional theory data (ωB97M-V/def2-TZVPD) for one molecule with the formula C4H4O3.

Orbital gap   10.35 eV
SMILES   O=C1C=COCO1
HOMO level   -10.14 eV

ORCA input file:
```
! RIJCOSX wB97M-V def2-TZVPD def2/J DEFGRID3
* xyz 0 1
O 2.28 0.05 -0.16
C 1.09 0.02 0.05
C 0.25 1.15 0.28
C -1.07 1.16 -0.10
O -1.69 -0.03 -0.42
C -0.99 -1.00 0.41
O 0.36 -1.20 -0.19
H 0.74 2.06 0.55
H -1.61 2.07 -0.10
H -1.51 -2.00 0.34
H -0.81 -0.63 1.49
*
```

---

Arrangement Q

Density functional theory data (ωB97M-V/def2-TZVPD) for a 2-piece molecular cluster, C4H4O3 overall.

Orbital gap   10.79 eV
HOMO level   -10.12 eV

ORCA input file:
```
! RIJCOSX wB97M-V def2-TZVPD def2/J DEFGRID3
* xyz 0 1
O 1.64 -2.53 -1.46
C 0.77 -1.97 -0.99
O 1.99 -0.08 0.30
C 0.93 -0.01 0.87
C -0.27 0.65 0.29
C -1.26 0.68 -0.79
O -1.63 0.45 0.58
H 0.14 1.62 0.63
H 0.82 -0.09 1.97
H -1.52 -0.12 -1.48
H -1.46 1.69 -1.16
*
```

---

Arrangement R

Density functional theory data (ωB97M-V/def2-TZVPD) for C4H4O3 as an isolated structure.

Orbital gap   10.17 eV
HOMO level   -10.02 eV

ORCA input file:
```
! RIJCOSX wB97M-V def2-TZVPD def2/J DEFGRID3
* xyz 0 1
O 2.17 -0.96 0.52
C 1.07 -1.12 0.05
C 0.06 0.01 0.01
C -0.49 0.50 1.31
O 0.59 1.32 0.24
C -0.89 0.05 -1.15
O -1.19 -0.93 -1.79
H 0.72 -2.08 -0.36
H -1.45 1.01 1.14
H 0.76 1.21 1.31
H -1.33 1.05 -1.33
*
```

---

Which structure is the most stable? The one labeled arrangement P.

---

Arrangement P

Density functional theory data (ωB97M-V/def2-TZVPD) for a 2-piece molecular cluster, C2H8 overall.

Orbital gap   13.50 eV
SMILES   C.C
HOMO level   -12.30 eV

ORCA input file:
```
! RIJCOSX wB97M-V def2-TZVPD def2/J DEFGRID3
* xyz 0 1
C -1.61 -0.65 -0.26
H -2.38 -0.45 0.50
H -1.71 0.07 -1.08
H -1.72 -1.67 -0.65
H -0.61 -0.54 0.20
C 1.61 0.65 0.26
H 2.43 0.01 -0.11
H 0.72 0.02 0.46
H 1.36 1.40 -0.50
H 1.92 1.15 1.18
*
```

---

Arrangement Q

Density functional theory data (ωB97M-V/def2-TZVPD) for a 2-piece molecular cluster, C2H8 overall.

Orbital gap   14.05 eV
SMILES   C.C
HOMO level   -12.94 eV

ORCA input file:
```
! RIJCOSX wB97M-V def2-TZVPD def2/J DEFGRID3
* xyz 0 1
C 7.51 -8.00 -3.20
H 8.33 -7.30 -3.43
H 6.67 -7.45 -2.76
H 7.86 -8.76 -2.49
H 7.18 -8.49 -4.13
C 8.40 -10.84 -0.84
H 8.03 -11.60 -1.54
H 7.59 -10.14 -0.60
H 9.24 -10.29 -1.30
H 8.75 -11.33 0.09
*
```

---

Which structure is the most stable? The one labeled arrangement Q.